{
  "formula": "C3H8FP",
  "method": "ωB97M-V/def2-TZVPD",
  "species": ["C", "C", "C", "F", "P", "H", "H", "H", "H", "H", "H", "H", "H"],
  "positions_angstrom": [[-0.401623, -1.188234, -0.024988], [0.476427, 0.023416, 0.333473], [0.933834, 0.773837, -0.895054], [1.797704, -0.445617, 0.951993], [-0.104042, 1.352849, 1.605237], [-1.481868, -0.745807, -0.264718], [0.098664, -1.611281, -0.895149], [-0.241736, -1.873609, 0.723011], [0.040564, 0.804821, -1.516155], [1.821902, 0.059536, -1.179030], [1.388940, 1.656002, -0.632694], [-0.417035, 0.439734, 2.630591], [-1.593485, 1.116366, 1.377385]],
  "forces_ev_per_angstrom": [[-0.36, 3.45, -1.68], [1.25, 0.68, 1.36], [0.81, -4.22, 0.08], [-2.19, 0.32, -0.66], [-2.08, -1.59, -0.38], [2.28, -1.57, 0.69], [-0.50, -0.09, -0.42], [-0.75, -1.69, 2.01], [0.59, 0.37, -0.72], [-1.87, 1.36, -0.65], [0.65, 2.39, 0.25], [0.61, -0.14, 0.46], [1.54, 0.73, -0.33]],
  "orbital_gap_ev": 11.0,
  "homo_ev": -10.109,
  "e_above_lowest_kcal_mol": 51.9,
  "total_charge": 0
}

---

{
  "formula": "C4H5NO2",
  "method": "ωB97M-V/def2-TZVPD",
  "species": ["O", "C", "C", "C", "N", "C", "O", "H", "H", "H", "H", "H"],
  "positions_angstrom": [[-0.605745, 1.931899, -0.678437], [0.404911, 1.110683, -0.734355], [-0.292713, -0.246015, -0.850188], [0.064909, -1.282420, 0.206853], [-1.159337, 0.105715, 0.276012], [-0.088854, 0.138201, 1.176645], [0.940033, 0.864448, 0.736151], [1.301103, 1.400990, -1.294518], [-0.794354, -0.503692, -1.778368], [1.111425, -1.501766, 0.405386], [-0.594709, -2.143159, 0.288468], [-0.286670, 0.125115, 2.246352]],
  "forces_ev_per_angstrom": [[0.08, 0.01, 0.01], [0.11, 0.02, -0.20], [-0.07, 0.04, -0.31], [0.01, -0.43, -0.18], [0.06, -0.18, 0.26], [-0.18, 0.39, 0.38], [-0.04, -0.06, 0.01], [-0.11, -0.06, 0.07], [0.10, 0.05, 0.14], [-0.08, 0.08, 0.01], [0.09, 0.16, -0.04], [0.03, -0.01, -0.16]],
  "orbital_gap_ev": 8.1,
  "homo_ev": -9.134,
  "e_above_lowest_kcal_mol": 144.6,
  "total_charge": 0
}

---

{
  "formula": "C41H51N4NiO6Si",
  "method": "ωB97M-V/def2-TZVPD",
  "species": ["Ni", "C", "O", "C", "C", "C", "C", "C", "C", "N", "N", "C", "C", "O", "C", "C", "C", "C", "C", "C", "C", "C", "H", "H", "H", "H", "H", "H", "H", "H", "H", "H", "H", "H", "H", "C", "N", "C", "C", "C", "C", "C", "N", "C", "C", "C", "C", "C", "C", "H", "H", "H", "H", "H", "H", "H", "H", "H", "H", "H", "C", "C", "C", "C", "O", "Si", "O", "O", "C", "C", "C", "C", "O", "C", "C", "C", "C", "H", "H", "H", "H", "H", "H", "H", "H", "H", "H", "H", "H", "H", "H", "H", "H", "H", "H", "H", "H", "H", "H", "H", "H", "H", "H", "H"],
  "positions_angstrom": [[14.309078, 9.821877, 10.690922], [15.273137, 11.087606, 7.369838], [13.964227, 11.138041, 7.976300], [13.432053, 12.279581, 8.479456], [13.217909, 13.349181, 7.559977], [12.913729, 14.632933, 8.045302], [12.622277, 14.778744, 9.419313], [12.863860, 13.766716, 10.357368], [13.122727, 12.469847, 9.889248], [13.078475, 11.440546, 10.838964], [12.125231, 11.635432, 11.711019], [11.903023, 10.745436, 12.717089], [12.892525, 9.755448, 13.166720], [14.040521, 9.749895, 12.665443], [12.530244, 8.837088, 14.209773], [11.301088, 8.855763, 14.773569], [10.348402, 9.854577, 14.426113], [9.144952, 9.912664, 15.148526], [8.166063, 10.850511, 14.826644], [8.474821, 11.883768, 13.895880], [9.685954, 11.873192, 13.203996], [10.652197, 10.861436, 13.445405], [15.264052, 11.581990, 6.379508], [15.462344, 10.037395, 7.241676], [16.029181, 11.542902, 8.033765], [13.367133, 13.172334, 6.496792], [12.783260, 15.492886, 7.388458], [12.282441, 15.727521, 9.809567], [12.675283, 13.879089, 11.437460], [13.205593, 8.034140, 14.510375], [10.951728, 8.091590, 15.429543], [8.908267, 9.124947, 15.859278], [7.183861, 10.776210, 15.345832], [7.741851, 12.642454, 13.600259], [9.883449, 12.643753, 12.474957], [11.310369, 8.363121, 9.920755], [12.751023, 8.415980, 9.935138], [13.305650, 7.292852, 9.577188], [14.675181, 7.135742, 9.810254], [15.563275, 5.977914, 9.855812], [16.729443, 6.458440, 10.407092], [16.600628, 7.850914, 10.566681], [15.333726, 8.247079, 10.320564], [10.748353, 8.722910, 8.550134], [11.497466, 8.728142, 7.361600], [10.935554, 9.256120, 6.196143], [9.594425, 9.560288, 6.143547], [8.816859, 9.475571, 7.313679], [9.386559, 9.026661, 8.507151], [10.937540, 9.184563, 10.584865], [10.880272, 7.449696, 10.357094], [12.734623, 6.428289, 9.231764], [15.311226, 4.972988, 9.605839], [17.623283, 5.886886, 10.564951], [17.365921, 8.525798, 10.887316], [12.564822, 8.491085, 7.356997], [11.584893, 9.367428, 5.326446], [9.149349, 9.856777, 5.195731], [7.772222, 9.825971, 7.255891], [8.792073, 8.952700, 9.432180], [19.279396, 14.262869, 10.690073], [18.166758, 13.744886, 9.754511], [16.806626, 14.319538, 10.175754], [18.450359, 14.044521, 8.292370], [18.159833, 12.307392, 9.829536], [17.509560, 11.314136, 10.990714], [15.986140, 10.944909, 10.762632], [17.755267, 12.190963, 12.376152], [17.927370, 11.905223, 13.776482], [18.013234, 10.384505, 13.962754], [16.708387, 12.488012, 14.429932], [19.193223, 12.675777, 14.129318], [18.553919, 10.018905, 10.998784], [19.788235, 9.600854, 10.258967], [19.323474, 9.515461, 8.804800], [20.898147, 10.619865, 10.544399], [20.194178, 8.274893, 10.896374], [19.383910, 15.316303, 10.513768], [20.189252, 13.736987, 10.406973], [19.039902, 14.100980, 11.730898], [16.793522, 15.379541, 9.889325], [16.598418, 14.189928, 11.244324], [15.984026, 13.771844, 9.695713], [18.450486, 15.123779, 8.132185], [17.750654, 13.575094, 7.611551], [19.468743, 13.642744, 8.098201], [17.114383, 9.894694, 13.583542], [18.068324, 10.184494, 15.043834], [18.901990, 9.945601, 13.449546], [15.816533, 12.077274, 13.914317], [16.653256, 13.591235, 14.247815], [16.658584, 12.352857, 15.500681], [20.100778, 12.281954, 13.646504], [19.335158, 12.706211, 15.185452], [19.011742, 13.698361, 13.786796], [18.794217, 10.395189, 8.498365], [18.685361, 8.647442, 8.635558], [20.224337, 9.460987, 8.164629], [20.619862, 11.635117, 10.275006], [21.702987, 10.254432, 9.899688], [21.176605, 10.620498, 11.621176], [19.369762, 7.558061, 10.853337], [20.430811, 8.481154, 11.956362], [21.066862, 7.799197, 10.397291]],
  "forces_ev_per_angstrom": [[0.15, 0.94, -0.15], [-0.41, 1.16, 0.23], [-0.44, -1.32, 0.59], [0.25, 1.69, 0.15], [0.56, 0.18, 1.47], [-1.04, -0.83, 0.82], [1.07, 0.18, 0.09], [-1.15, -0.23, -1.20], [0.54, 0.80, -1.07], [-1.26, -0.49, 1.08], [1.01, -0.64, -1.05], [0.51, -0.67, 0.58], [-0.53, 1.39, -0.84], [0.38, -0.84, 0.27], [-0.39, -0.87, 0.72], [0.36, 0.56, -1.11], [-0.15, 1.22, 0.14], [-1.03, 0.34, -1.04], [0.05, 0.23, 0.48], [0.19, -0.74, -0.38], [-0.43, -0.43, 0.72], [-0.15, -0.45, 0.14], [0.01, -0.11, 0.42], [0.20, -0.39, 0.01], [-0.30, -0.21, -0.19], [0.13, -0.04, 0.25], [0.00, -0.33, 0.03], [0.14, 0.26, -0.14], [0.16, 0.14, -0.80], [0.17, 0.41, -0.36], [0.12, -0.46, 0.62], [0.15, 0.11, 0.02], [0.83, 0.34, -0.53], [0.18, -0.29, 0.39], [0.12, -0.02, -0.10], [-0.37, 1.91, 0.04], [-0.21, -1.16, 0.07], [0.01, 0.30, 0.90], [1.93, -1.01, 0.43], [-1.78, 2.01, 0.12], [0.48, 0.28, -0.67], [-1.01, -0.44, 0.53], [1.40, -1.99, -1.01], [-0.24, -1.00, -0.18], [0.08, 0.97, 0.59], [0.52, -0.86, 0.02], [-0.53, 0.24, 0.38], [-0.22, 0.05, -0.36], [-0.31, 0.55, -0.48], [0.30, -0.59, -0.31], [0.21, -0.11, -0.38], [-0.20, 0.12, -0.05], [-0.13, -0.46, -0.21], [0.28, -0.10, 0.11], [-0.14, 0.22, 0.22], [-0.42, 0.07, 0.21], [-0.31, -0.08, 0.09], [0.00, 0.19, 0.27], [0.53, -0.46, 0.20], [0.29, 0.19, -0.51], [-0.49, -0.33, -1.03], [-0.73, -0.93, 0.84], [-0.15, -0.20, -0.12], [1.23, 0.15, 0.38], [-0.04, 0.36, -0.19], [-0.41, -0.03, 0.07], [0.58, 0.17, -0.13], [0.16, -0.10, -0.01], [0.31, -0.48, -1.82], [0.66, 0.08, 0.59], [-1.08, 1.06, -0.48], [-0.17, -0.03, -0.38], [1.15, -0.33, -0.07], [-2.22, 1.29, 1.24], [1.59, -0.51, -0.20], [-0.21, -0.49, -0.23], [0.07, -0.27, -0.05], [0.31, 0.72, -0.04], [0.23, 0.15, 0.20], [-0.07, -0.22, 0.03], [-0.28, -0.15, 0.20], [0.37, 0.20, -0.10], [0.21, 0.26, -0.28], [0.06, 0.03, -0.15], [-0.25, -0.14, 0.07], [-0.55, 0.29, -0.21], [-0.01, 0.09, -0.09], [0.09, -0.14, -0.20], [-0.70, 0.44, 0.42], [0.39, -0.01, 0.52], [0.24, -0.74, 0.06], [-0.03, -0.31, 0.37], [-0.41, 0.02, 0.05], [0.26, -0.02, 0.99], [0.25, -0.06, 0.08], [-0.28, 0.58, 0.11], [0.09, -0.04, 0.11], [-0.35, -0.27, -0.01], [-0.10, -0.08, -0.21], [0.51, 0.44, 0.33], [-0.09, -0.19, -0.73], [0.07, 0.11, 0.02], [-0.03, -0.28, -0.46], [-0.39, 0.47, 0.26]],
  "s2": 2.009,
  "orbital_gap_ev": [6.6, 6.5],
  "homo_ev": [-4.552, -4.545],
  "spin_multiplicity": 3,
  "total_charge": -1
}

---

{
  "formula": "C10H14N2O",
  "method": "ωB97M-V/def2-TZVPD",
  "species": ["C", "C", "C", "C", "C", "C", "C", "C", "C", "C", "N", "N", "O", "H", "H", "H", "H", "H", "H", "H", "H", "H", "H", "H", "H", "H", "H"],
  "positions_angstrom": [[-3.359994, 0.919223, -0.364725], [-2.630362, -0.110974, 0.081677], [-2.012854, -1.247016, 0.214353], [-0.369277, 2.262160, 0.754750], [0.363826, 1.752854, -0.504686], [-0.813716, 1.001915, 1.355738], [0.835343, 0.318059, -0.041677], [-2.300251, -2.691908, 0.083336], [0.830409, -0.652623, -1.203580], [2.215984, 0.485419, 0.592065], [-3.979748, 1.838884, -0.732616], [-0.071341, -0.115803, 1.047923], [-0.774599, -1.292705, 1.045981], [0.211384, 2.781262, 1.403458], [-1.282376, 2.936854, 0.674516], [-0.324560, 1.559527, -1.306385], [1.136361, 2.337006, -1.081397], [-1.431301, 0.790782, 2.263625], [-3.022623, -2.930144, 0.931265], [-1.442770, -3.155107, 0.295927], [-2.834602, -3.033387, -0.913304], [0.202392, -1.578612, -1.140256], [1.855883, -0.952274, -1.516593], [0.422663, -0.095396, -2.220563], [2.431339, -0.546833, 0.944518], [2.249332, 1.189430, 1.598752], [3.053963, 0.652438, -0.151219]],
  "forces_ev_per_angstrom": [[-1.47, 1.16, -0.83], [2.96, -0.83, 0.95], [-1.28, 1.43, 0.21], [-2.48, -0.37, -1.97], [-0.30, -0.71, -0.40], [-1.82, -3.62, 1.32], [1.00, 0.75, -1.15], [-5.47, 0.70, -1.34], [-0.33, 0.27, -3.78], [1.24, -0.77, 1.91], [0.50, -0.46, 0.27], [-1.32, 2.49, 0.03], [1.43, 0.88, -0.11], [2.21, 1.53, 2.07], [0.94, -0.86, -0.62], [-0.98, 0.09, -0.08], [-0.31, -0.35, 1.52], [0.38, 1.01, -0.92], [0.74, 0.08, -1.08], [3.16, -2.43, 0.31], [1.33, 0.86, 2.00], [0.63, 0.96, 0.41], [-0.60, 0.04, 0.48], [0.87, -1.36, 2.58], [0.21, 0.59, 0.29], [-0.10, -1.56, -2.91], [-1.15, 0.52, 0.84]],
  "orbital_gap_ev": [7.9, 7.9],
  "homo_ev": [-7.852, -7.850],
  "e_above_lowest_kcal_mol": 166.1,
  "total_charge": 0
}

---

Maximum force
In order: 4.30; 0.57; 2.85; 5.67
Unit: eV/A
Molar mass
In order: 94.1; 99.1; 782.7; 178.2
Unit: g mol⁻¹